Entry from OMol25: 13 unconnected molecules or ions with the total composition C31H66F21N6O27S7 at a distorted geometry (wB97M-V/def2-TZVPD).

As for the net charge: -1.

Each line ends with the Mulliken charge.
Element x y z (Å)
C: -1.14039 1.71372 -1.43173  -0.88
H: -1.34029 1.74006 -2.50292  0.33
F: -2.08087 8.25467 -2.70494  -0.22
H: -0.86577 -3.73559 -5.93664  0.40
O: 6.38802 -3.50730 -2.86640  -0.45
S: -0.89338 9.49978 -0.76234  1.06
F: 3.77840 5.84861 -1.81577  -0.24
C: 6.69952 -0.61753 -1.31307  -1.09
C: 0.28974 -4.59903 6.52284  0.55
F: -0.08155 -8.38891 -1.00077  -0.22
C: 0.03644 -7.49471 -0.03085  0.60
H: -9.97966 2.80791 1.82746  0.37
C: -1.47245 7.91173 -1.65470  0.58
C: -7.78573 0.89735 0.07780  -1.03
O: 6.23595 5.38189 0.02776  -0.64
H: 2.75486 5.23072 4.02734  0.23
O: 3.79099 0.02664 -5.79190  -0.64
O: -1.12784 -5.26691 0.99049  -0.64
C: 9.12698 -1.27387 -1.15842  -0.96
H: -8.62631 4.08896 0.66396  0.40
C: 0.61962 5.77272 4.39521  -0.79
H: -12.45101 2.44301 -0.79448  0.33
H: 1.31029 0.80901 -1.90162  0.41
H: -0.13953 -6.65490 -8.06974  0.31
C: -1.41025 -0.59100 -0.46411  -1.24
O: 4.05221 -1.35479 -7.78734  -0.68
O: 2.28967 -1.95215 -6.14766  -0.62
H: 8.44694 -0.09060 0.82758  0.34
H: 7.51039 -4.82915 -1.92883  0.51
F: -4.05684 2.27412 -6.92187  -0.24
C: -3.56843 2.57681 6.18680  0.56
O: -2.81613 0.57909 4.47043  -0.66
C: 3.54890 3.76992 5.71224  -1.10
H: -7.20827 3.67533 -0.21456  0.35
H: -9.79110 1.51004 -1.66129  0.46
H: 6.75810 -0.86489 -2.37301  0.41
H: -0.24432 -3.08744 5.09287  0.33
H: -10.25298 1.10745 1.16610  0.38
C: -9.55814 2.40676 -1.08707  -0.32
H: 5.69649 -0.49433 -0.90460  0.40
H: -1.23642 -4.74603 -4.62750  0.27
S: -1.12674 -6.03579 -0.23705  1.10
F: 6.91778 -1.22414 6.14781  -0.20
H: 8.24554 -3.43727 -0.01126  0.33
H: 0.27015 4.97174 3.74375  0.30
O: -5.21095 0.93470 4.70956  -0.69
H: 9.72514 -1.78584 -0.40464  0.45
F: -5.84269 1.76709 -7.72933  -0.22
H: 8.43551 -1.79968 1.32790  0.41
O: -3.85691 2.51894 3.48716  -0.65
C: 0.47797 -3.27210 5.88805  -0.93
F: 0.85157 -0.59659 -8.19599  -0.23
H: -3.13036 -3.40964 -5.35871  0.42
H: 4.47879 4.33284 5.79290  0.35
F: -2.31999 7.19522 -0.84693  -0.23
F: 6.34172 -2.49816 7.91795  -0.25
H: -3.04809 -4.19153 -6.94501  0.33
H: 9.42301 -0.23659 -1.00192  0.37
O: 1.65833 4.58676 6.93810  -0.43
C: 3.89146 4.53133 -1.38990  0.57
F: 2.34657 0.88224 -8.77434  -0.23
F: 4.89515 -1.21433 6.84166  -0.22
C: 1.07710 -6.20381 4.84338  -0.89
H: -8.88676 1.41642 2.11797  0.50
H: 6.52108 -3.10025 0.09682  0.47
H: 0.95884 0.32365 2.33270  0.30
F: -2.27128 2.85151 6.26918  -0.21
H: -2.24609 -0.34683 0.19152  0.42
H: -8.85537 3.02035 -1.65073  0.34
S: 5.59455 -3.43825 5.55044  1.12
H: 2.22684 -5.49741 6.39776  0.29
C: 7.39563 -3.01618 -0.54832  -0.38
N: 7.74376 -1.47847 -0.54765  -0.06
O: -0.02098 10.27145 -1.65615  -0.64
F: -4.15182 0.28862 -7.84032  -0.19
O: -2.34575 -6.64380 -0.60944  -0.69
F: -4.29024 3.65385 6.15542  -0.23
F: 2.70515 4.13956 -1.13650  -0.20
F: -0.20273 -8.07632 1.10423  -0.23
H: -7.36292 3.06027 1.52917  0.51
O: -0.57016 -4.76763 7.42865  -0.49
O: 4.90897 -4.47526 6.31593  -0.70
H: 6.85691 -1.05717 1.38166  0.44
O: 4.06484 5.11505 1.20366  -0.65
N: -1.37930 -4.53994 -5.60587  -0.02
O: -0.65075 -5.22705 -1.39333  -0.67
H: -8.41462 0.00843 0.12716  0.40
H: 0.13133 -6.74316 4.79113  0.38
C: -7.85240 3.32479 0.59187  -0.98
O: -0.74871 -6.85709 -5.54904  -0.42
H: 0.18431 5.87700 5.38905  0.39
H: 7.02412 0.42301 -1.30933  0.47
S: -3.91409 1.56579 4.53717  1.12
F: 1.27589 -7.02178 0.05533  -0.24
O: -4.46933 0.40460 -4.54439  -0.60
O: -6.30251 -0.66101 -5.82839  -0.70
H: -10.60599 4.26978 -0.44056  0.21
H: -6.95531 0.92869 0.78314  0.42
S: 3.08463 -0.86671 -6.77482  1.04
H: -11.20174 3.46181 -1.98707  0.49
H: -0.63887 1.24212 1.01349  0.59
O: 6.86157 -3.85370 4.94016  -0.67
H: -0.56061 2.58325 -1.12207  0.42
H: 0.15920 -2.50760 6.59658  0.36
S: -5.58717 0.57194 -5.48363  1.09
F: 1.15722 1.11281 -6.93971  -0.20
C: 7.40564 -3.74442 -1.95059  -0.57
O: -6.51171 1.63883 -5.11056  -0.69
H: 2.45650 -1.49809 1.41296  0.26
H: 0.53368 -5.05625 -7.93086  0.36
C: -0.36207 -5.64366 -7.72920  -1.04
H: 0.59497 6.74944 3.91198  0.37
C: -9.54632 1.90374 1.39992  -0.98
H: -1.09478 -5.10275 -8.32808  0.35
H: 1.09126 -6.52979 6.86810  0.37
N: 2.13247 5.64407 4.70695  -0.12
H: 8.23705 -3.29536 -2.49392  0.14
C: -10.76839 3.34476 -0.99379  -0.68
H: 3.46970 2.95652 6.43349  0.33
O: 4.68830 -2.82482 4.59192  -0.66
N: 1.25973 -5.74862 6.25045  0.03
C: -4.81688 1.19485 -7.15258  0.56
F: -3.93934 1.87697 7.24412  -0.23
H: 9.26316 -1.56921 -2.19877  0.34
C: 2.35793 4.74516 5.95132  0.71
C: -0.81422 -5.82171 -6.19310  0.53
C: 1.79618 0.23349 -7.70936  0.55
C: 0.77932 -0.28998 1.44990  -0.48
O: -11.80110 2.81577 -0.19425  -0.50
H: -1.95437 -0.87828 -1.36383  0.40
H: 1.06940 -5.28116 4.26308  0.34
H: -7.41700 0.87270 -0.94764  0.50
H: 1.52662 -3.15916 5.61297  0.31
H: 1.00659 1.56623 0.32181  0.49
H: 1.80581 -6.90267 4.43268  0.33
H: 2.56106 6.54457 4.86669  0.38
C: -2.88624 -4.33697 -5.87695  -0.81
O: -0.14387 8.95526 0.35296  -0.65
C: 5.98166 -1.98641 6.69158  0.59
C: 7.83712 -0.99032 0.90962  -0.91
C: 0.23326 0.82210 0.51243  -0.92
N: -0.36474 0.51164 -0.83661  0.33
H: 0.16816 -1.16719 1.66221  0.47
H: 3.55740 3.29173 4.73277  0.39
F: 4.38003 3.74523 -2.29629  -0.21
H: 1.01554 -0.98798 -1.56649  0.22
N: -8.73360 2.12194 0.16775  -0.17
O: -2.15737 10.15578 -0.27231  -0.67
O: 5.27145 3.14207 0.48724  -0.60
C: 0.60084 -0.01559 -1.83219  -1.00
S: 5.02217 4.54899 0.22709  0.96
H: 0.08623 -0.07975 -2.79092  0.46
H: -0.94812 -1.47904 -0.03292  0.52
O: 2.00689 -0.79753 0.93476  -0.45
H: -2.06496 1.85863 -0.87291  0.32
H: 6.06543 -4.39323 -3.04713  0.32
H: -3.56862 -5.07923 -5.46281  0.32
F: -0.44237 7.08676 -2.02366  -0.22

Entry from OMol25: 4 unconnected molecules or ions with the total composition C31H68BN5O8P at a distorted geometry (wB97M-V/def2-TZVPD).

As for the net charge: +1.

Each line ends with the Mulliken charge.
Element x y z (Å)
C: -0.65696 -0.70000 0.63013  -1.69
H: 1.41105 -1.10990 0.99447  0.31
H: -4.14681 -0.19986 9.46110  0.26
C: 0.83395 -0.72259 0.15111  1.22
H: -4.74963 -2.54589 0.76028  0.34
O: 2.43008 3.07058 -0.31162  -0.34
H: 2.07415 0.26418 -2.62443  0.90
C: 2.18053 -1.57161 -1.62541  -1.72
N: 2.67156 0.77978 -0.74202  1.98
C: 2.88869 2.16450 -1.26671  -1.82
H: -0.09710 0.60216 -1.76565  -0.11
H: 6.96614 1.60808 1.57120  0.31
H: 2.43318 1.50536 2.36034  0.41
H: -2.89310 -0.37762 1.84866  0.06
C: 3.45264 1.56862 2.00216  -1.16
H: 4.42211 5.78187 -0.48439  0.44
H: -4.35026 -2.42844 2.47494  0.44
C: -2.48390 -0.81166 -0.84703  0.02
H: -3.09022 1.32100 -4.69210  0.32
H: 4.14198 -5.07863 -1.10795  0.31
H: -3.50813 -1.53436 5.40403  0.28
C: -3.32079 -0.75430 6.14566  -0.91
H: 2.85144 4.51074 -1.74440  0.36
H: 5.81328 0.04919 -0.55657  0.16
H: -1.91595 -0.39540 12.26473  0.34
H: -5.13058 -0.25154 2.99465  0.30
H: 5.33912 0.12058 -5.65524  0.32
N: 5.29619 -0.25927 -4.71591  -0.66
H: -6.12302 1.61652 -6.24561  0.26
H: 5.58780 1.80789 -0.29375  0.42
H: -6.64698 1.74678 -8.64803  0.33
C: 2.55343 -6.23917 -0.32390  -1.35
H: -4.82715 1.11898 1.93253  0.45
C: 1.23742 0.71370 -0.22249  -2.86
C: 3.38556 -4.97134 -0.33726  -0.18
C: -2.47391 -0.69596 11.37734  -1.05
C: -4.17530 0.46466 5.85719  -0.23
H: 1.77334 -6.20023 0.42628  0.32
C: 5.51335 0.81739 0.14517  -0.13
O: 0.90223 -1.54136 -0.98384  -0.10
H: -3.55893 -1.16821 7.12304  0.28
H: 2.37275 2.30649 -2.21168  0.57
H: 3.06325 -0.96436 -5.72248  0.31
H: -3.98730 1.24554 6.59999  0.28
H: 4.13979 4.87490 1.00321  0.28
N: 3.55832 1.30139 -4.50934  -0.56
H: -5.53358 0.60703 -0.43583  0.33
H: 2.16382 -6.42390 -1.32074  0.32
H: -5.29034 0.98343 -2.83990  0.47
C: -5.56424 1.68631 -8.77753  -1.15
C: -3.79562 -0.67230 1.31863  1.72
H: -0.68801 -1.14541 1.62413  0.41
H: 4.55914 -2.25108 0.36656  0.34
H: -5.91448 -0.15229 1.44489  0.41
C: 4.10051 -0.19448 -2.63779  -1.28
C: 4.14415 4.81248 -0.08077  -1.09
O: 4.45082 -2.43365 -0.57151  -0.46
H: -3.03324 1.31047 10.81264  0.27
H: 3.75991 1.49765 -5.48209  0.34
O: 2.53902 -3.84838 -0.63109  -0.43
H: -5.30955 -0.09178 -7.58141  0.30
H: -3.94874 0.86823 4.87018  0.26
H: 1.15165 1.29774 0.68497  1.64
C: -3.63510 -0.38000 -0.17076  0.85
C: -2.36363 -0.59041 -2.21936  -0.79
C: -4.50394 0.50075 -2.28317  -1.24
H: 5.41647 -1.25981 -4.83681  0.33
B: 3.11562 -2.65829 -0.89422  0.67
C: -4.92811 0.93416 -7.62426  -0.18
H: 4.67240 -1.10150 -2.46975  0.46
O: -3.25685 0.04831 9.19187  -0.42
H: 4.73411 0.64492 -2.38037  0.34
H: 7.19867 -0.06403 1.15780  0.39
C: -4.00995 -2.18876 1.46988  -1.46
C: 2.76017 -0.18613 -1.90613  0.05
H: 2.04189 5.09230 -0.32405  0.40
H: -1.47916 -0.93407 -2.74266  0.49
H: -1.02396 0.31828 0.72383  0.68
H: 3.84458 -4.86573 0.64168  0.28
H: -3.84638 0.89064 -7.74590  0.27
H: 2.55575 1.41261 -4.41540  0.23
H: -3.08453 -2.73895 1.31855  0.33
H: 4.93466 4.12722 -0.38579  0.24
H: -5.78323 -0.21230 6.72440  0.30
C: 6.44135 0.68125 1.37670  -1.32
O: -5.56334 0.13575 5.85581  -0.51
H: -3.47553 -1.00227 11.68753  0.34
H: 3.70145 2.57454 1.68114  0.20
H: -2.25925 -0.50147 6.13010  0.29
H: -0.35950 1.86791 -0.74558  0.42
H: -1.98830 -1.56668 10.93596  0.27
H: 4.11632 1.31661 2.82276  0.58
H: -5.35829 1.19386 -9.72851  0.35
H: -5.18312 2.70672 -8.82103  0.30
H: 5.92782 0.31718 2.26019  0.34
H: -1.54896 0.72723 10.04757  0.27
H: 3.24370 -7.05135 -0.10679  0.42
H: 2.10715 -0.93580 -4.44869  0.18
O: -1.47383 -1.49090 -0.19592  -0.59
N: 0.34752 1.30032 -1.18174  -0.10
C: 2.80638 4.39939 -0.65926  -0.25
P: 3.81067 0.36925 0.65859  -0.10
C: -3.35611 0.06083 -2.95103  0.80
C: -4.97663 0.03762 1.95872  -2.06
C: -3.24861 0.27879 -4.43495  -1.46
C: -2.54703 0.43556 10.36987  -0.30
O: -5.16986 1.57872 -6.37322  -0.48
C: 3.96536 -0.06546 -4.15675  0.52
C: -4.62413 0.27848 -0.90891  -0.50
N: 3.07393 -1.10344 -4.71676  -0.62
H: 3.94801 2.33059 -1.44961  0.83
H: 1.97499 -1.99286 -2.60694  0.05
H: -2.46568 -0.33458 -4.87868  0.35
H: -4.17442 -0.02420 -4.90369  0.38

Entry from OMol25: 9 unconnected molecules or ions with the total composition C31H68NO29P5 at a distorted geometry (wB97M-V/def2-TZVPD).

Its SMILES is C[C@H]1COC(=O)O1.C[C@H]1COC(=O)O1.C[C@H]1COC(=O)O1.COP(=O)(OC)OC.COP(=O)(OC)OC.COP(=O)(OC)OC.COP(=O)(OC)OC.COP(=O)(OC)OC.c1cc[nH]c1. As for the net charge: 0.

Each line ends with the Mulliken charge.
Element x y z (Å)
H: -1.54451 1.71565 -2.57223  0.00
H: -6.56645 -2.33973 -2.05461  0.20
C: 0.01657 -0.50952 -1.51156  -0.41
H: -0.80861 -0.31461 -0.79176  -0.20
C: 3.79767 2.54896 -4.58159  0.58
O: -3.85467 -2.35853 4.49571  -0.76
H: -6.80338 -3.38177 3.88814  0.30
H: 4.17441 6.40128 0.21523  0.48
H: -4.25673 4.45081 -1.19548  0.32
H: 1.49574 -4.35684 -2.18095  0.26
H: -2.45449 -3.47581 -3.59965  0.55
H: 1.96554 -1.63841 5.12264  0.28
H: 0.41421 4.75799 -1.30291  0.44
H: -1.35766 -4.80401 2.24336  0.43
C: 1.29406 1.31975 -0.18654  0.85
O: -1.68047 2.33767 1.34200  0.86
C: 5.32074 2.36733 1.77862  0.25
H: -2.97225 2.74510 -2.62082  0.42
H: 2.12398 -0.05749 -1.62821  0.71
H: -2.79587 1.43419 -1.34543  0.15
H: 4.70435 -2.01301 1.82690  -0.12
H: -5.66344 4.00312 -0.05157  0.20
C: 2.08079 6.51923 0.89775  -0.59
H: 0.03250 6.12702 0.68317  0.23
H: -6.84546 -1.43127 -3.51155  0.36
N: 0.93973 5.98269 0.34554  0.08
H: 2.83890 3.15299 -2.67412  -0.73
C: -1.61998 2.39629 2.73970  -0.89
C: 3.15372 6.13593 0.06427  -1.14
H: 1.40295 -4.02508 -0.34851  0.15
O: 4.79966 1.38672 -0.21685  -0.21
O: 5.63450 -2.59734 3.58514  -0.36
H: 3.95234 0.58209 1.54488  -0.57
P: -1.46547 -4.55942 -0.45026  0.37
O: -1.84084 4.86233 0.77092  -0.88
H: -6.61343 -4.46757 2.47865  0.22
C: -4.08715 -2.75355 -6.88099  -0.67
P: -2.24339 3.45782 0.45419  0.61
H: -5.37133 -4.41575 3.75522  0.37
O: 1.64730 -0.85033 0.21799  -0.35
H: -4.38630 0.10804 4.96205  0.37
H: -3.78828 -5.68113 -0.04082  0.34
H: 0.91269 -5.58416 -1.00679  0.42
C: 1.33780 -0.01700 -0.88003  0.47
C: 2.57355 2.75315 -3.66729  0.24
P: -4.46314 -1.86019 3.28090  0.51
O: -0.36102 -4.02848 -1.51758  -0.25
H: -1.64523 -3.11534 2.72333  0.09
O: -1.73518 3.15114 -1.05713  -0.23
H: -5.94942 1.02478 4.45283  0.24
H: -2.89381 -1.71024 0.21823  -0.47
C: 6.87943 -1.60339 6.35898  -0.73
H: -4.39856 -5.36816 -1.72847  0.28
H: 4.96357 -3.68819 2.09855  0.30
O: 5.98558 -0.04525 3.97587  -0.63
H: 3.17950 -2.72446 5.58336  0.35
C: -2.00564 -2.52979 -3.59988  -0.29
C: -5.00395 0.47952 4.15270  -0.39
H: -1.16934 1.45720 3.12872  0.16
C: 0.98431 -4.53198 -1.23771  -0.82
H: 4.64896 2.18372 -4.06460  0.28
H: -0.98102 3.26301 2.94078  0.31
O: 3.29535 1.38835 -5.40573  -0.44
P: -4.23908 -1.54367 -4.52814  0.24
O: 3.72209 -1.13255 4.28512  -0.09
H: -3.84741 -0.13358 0.58532  0.09
O: -4.84003 -2.00132 -3.15844  0.24
H: 5.74931 0.30941 1.39441  0.04
H: 4.19322 4.62039 -4.69717  0.36
C: 4.94935 1.01557 1.17999  0.67
H: -1.04760 -2.57458 -4.04523  0.53
C: 2.81553 -2.16851 4.72150  -0.58
O: -5.48539 -0.68117 3.49373  -0.34
H: -6.40710 -3.15197 -3.71991  0.34
O: -1.22827 -5.92649 0.03654  -0.79
H: -2.61666 2.61681 3.21197  0.29
C: 5.47671 2.53882 -0.48098  0.57
H: 5.06623 3.63476 -5.89809  0.36
H: 6.04771 2.19237 2.61018  0.39
C: 4.13038 3.77909 -5.37810  -1.45
O: -2.74334 -1.39888 -4.16146  0.14
C: 4.11558 3.13141 2.26046  -0.63
C: 1.14495 -0.26218 1.31571  0.45
H: 4.33756 4.12141 2.61903  0.44
C: 5.41143 -2.73719 2.17578  -0.23
H: 6.92040 -0.61943 6.74846  0.30
O: 1.57730 0.05481 -5.37830  -0.53
H: 0.63131 2.08841 -0.55078  -0.24
H: 1.85859 3.38486 -4.16271  0.39
C: -6.25678 -2.26636 -3.08796  -0.91
C: -4.59826 4.30602 -0.18312  -0.77
O: 0.92250 0.98437 1.14981  -0.35
H: -0.10737 0.10013 -2.41017  0.24
O: -3.45914 -1.37578 2.18833  0.52
H: -4.46779 1.09577 3.49730  -0.07
O: 5.56557 -1.78628 5.82409  -0.35
H: -4.98356 -2.27970 -7.30840  0.24
P: 5.26875 -1.25426 4.41763  0.94
H: -3.21116 -2.09355 -6.88302  0.31
O: -5.42559 -2.83166 2.51807  -0.31
H: -4.53175 -4.00415 -0.41974  0.04
H: 2.25690 1.82463 -0.15646  -0.85
H: -4.62956 -1.69550 0.55647  0.19
C: -3.65301 -1.19879 0.78677  0.38
O: -2.74423 -4.31386 -1.36761  0.09
C: 1.29228 5.19751 -0.79338  -0.54
H: 7.01226 -2.41589 7.06116  0.26
O: 0.90576 -0.91369 2.27979  -0.58
O: -4.89449 -0.35762 -5.09293  -0.77
O: -4.31418 -2.92295 -5.48038  -0.35
H: -3.92584 -3.69619 -7.31356  0.23
C: -1.11991 -3.77858 2.04738  -0.68
O: 2.02788 1.41753 -3.62706  -0.10
H: 3.41354 3.23029 1.40198  -0.28
H: 7.69565 -1.71621 5.57634  0.30
H: -0.06218 -3.62811 1.99044  0.15
C: 2.61988 5.24741 -0.96927  0.19
H: 3.25968 4.04647 -6.01169  0.36
C: -3.95810 -4.90043 -0.84435  -0.67
C: -2.31684 2.21141 -1.95515  -0.48
H: 2.46974 -2.75836 3.86994  0.14
H: -1.81494 -2.23647 -2.58435  -0.38
H: -4.44787 5.16201 0.51262  0.32
H: 6.38578 -2.70396 1.71229  0.25
C: 2.24629 0.82258 -4.79572  0.58
C: -6.08095 -3.86197 3.21613  -0.87
H: 0.05376 -1.56831 -1.68513  0.12
H: 2.00783 7.03906 1.82325  0.44
H: 3.54908 2.55777 3.01985  0.31
O: 5.96457 2.97394 0.65168  -0.39
H: 3.30565 4.71327 -1.67552  0.53
O: -3.79153 3.24982 0.52670  -0.28
O: -1.62321 -3.47988 0.68021  0.50
O: 5.57817 3.04583 -1.55686  -0.55

no.,HOMO energy (eV),E_LUMO (eV),Kohn-Sham gap (Ha)
1,-5.566,-0.4,0.19155
2,-10.406,-1.9,0.31418
3,-8.123,0.4,0.31429